1.
A structure of composition C28H35MgN5P2Se in a non-equilibrium geometry. Source: the Open Molecules 2025 dataset; level of theory: ωB97M-V with the def2-TZVPD basis set.

Structure (ORCA input):
```
! wB97M-V def2-TZVPD RIJCOSX def2/J DEFGRID3
* xyz 0 1
Mg 0.7769 -2.3523 1.0142
C -0.8447 3.2299 5.2997
C -1.3038 2.3903 4.3697
C -0.8016 2.1221 2.9793
C 0.4884 1.3068 2.9346
C 1.7451 2.0833 3.1111
C 1.9020 3.3595 3.5126
C 0.8708 4.4409 3.7891
C 0.1107 4.3616 5.1271
C 1.6617 -3.9744 1.9468
H -1.2604 3.1337 6.3015
H -2.1089 1.7012 4.6469
H -0.6627 3.0465 2.4191
H -1.5586 1.5337 2.4429
H 0.4695 0.4998 3.6838
H 0.5384 0.7990 1.9624
H 2.6679 1.5216 2.9352
H 2.9326 3.7243 3.6224
H 0.1343 4.5421 2.9774
H 1.4478 5.3859 3.8306
H 0.8171 4.3153 5.9643
H -0.4406 5.3053 5.2675
H 0.9431 -3.9871 2.7685
H 2.6551 -3.8270 2.3562
H 1.5911 -4.8860 1.3539
P 1.4365 -1.3857 -1.1653
P -2.1643 -0.9083 -1.1245
N 2.6868 -0.1522 -1.3144
N 2.2585 -2.6137 -2.1601
N -2.3244 0.8122 -1.4976
N -3.7528 -1.2816 -1.9326
C 0.3525 -0.6790 -2.4629
C -1.0614 -1.2991 -2.5762
C 3.6488 0.1108 -0.3331
C 4.6497 0.8939 -0.9068
C 4.2861 1.1266 -2.2707
C 3.0757 0.4861 -2.4930
C 2.4269 -3.9404 -1.7603
C 2.8450 -4.6697 -2.8643
C 2.9654 -3.7636 -3.9620
C 2.6092 -2.5060 -3.5039
C -2.2311 1.7479 -0.4531
C -1.9515 2.9952 -0.9889
C -1.9299 2.8579 -2.4112
C -2.1738 1.5198 -2.6946
C -4.5182 -0.6451 -2.9158
C -5.6606 -1.4057 -3.1702
C -5.5811 -2.5772 -2.3474
C -4.3980 -2.4906 -1.6218
H 0.8211 -0.8058 -3.4575
H 0.3011 0.3970 -2.2142
H -1.5234 -0.9554 -3.5234
H -1.0079 -2.4055 -2.5865
H 3.5242 -0.2803 0.6714
H 5.5495 1.2528 -0.4232
H 4.8319 1.6787 -3.0202
H 2.4525 0.4504 -3.3747
H 2.2627 -4.2232 -0.7265
H 3.0398 -5.7294 -2.8892
H 3.2692 -3.9916 -4.9691
H 2.5837 -1.5482 -4.0029
H -2.4300 1.4345 0.5657
H -1.7790 3.9052 -0.4228
H -1.7627 3.6451 -3.1377
H -2.2956 1.0271 -3.6490
H -4.2252 0.3042 -3.3293
H -6.4547 -1.1592 -3.8569
H -6.3027 -3.3811 -2.2965
H -3.9621 -3.1580 -0.8924
Se -2.5966 -3.3026 4.4927
C -1.6115 -2.7728 3.1311
N -0.9494 -2.3902 2.2251
*
```

## Properties
* F_max: 5.035 eV/Å
* frontier orbital gap: 0.2334 Eh
* relative energy (zero: lowest compared OMol25 entry of this formula, charge and spin): 0.0 kcal/mol

=====

2.
A structure of composition C28H35MoN3O4P2 in a non-equilibrium geometry. Source: the Open Molecules 2025 dataset; level of theory: ωB97M-V with the def2-TZVPD basis set.

Structure (ORCA input):
```
! wB97M-V def2-TZVPD RIJCOSX def2/J DEFGRID3
* xyz 2 3
C -1.5604 3.0330 -4.0880
C -1.3765 1.8241 -3.4071
C -0.0592 1.3752 -3.1657
C 1.0538 2.2205 -3.4186
C 0.8161 3.5087 -3.9875
C -0.4693 3.8801 -4.3545
C 2.3108 1.7026 -3.1021
C 2.5110 0.3170 -3.1725
C 1.3606 -0.4949 -3.0037
C 1.3821 -1.8874 -3.2103
C 2.5906 -2.4805 -3.5614
C 3.7543 -1.7096 -3.6837
C 3.7299 -0.3388 -3.5022
H -2.5711 3.3296 -4.3718
H 1.6719 4.1658 -4.1493
H -0.6443 4.8398 -4.8448
H 3.1814 2.3570 -3.1063
H 2.6210 -3.5612 -3.6995
H 4.6889 -2.2115 -3.9288
H 4.6197 0.2770 -3.6525
N 0.1968 0.1384 -2.5351
Mo -0.2557 -0.1918 -0.5606
C -2.5138 1.1066 -2.7469
H -2.5609 0.0351 -2.9900
H -3.4760 1.5784 -2.9577
C 0.1354 -2.6889 -2.9221
H -0.7417 -2.3282 -3.4780
H 0.2759 -3.7663 -3.0943
P -2.2169 1.3058 -0.9349
P -0.2400 -2.4995 -1.1263
C 1.2041 -3.3258 -0.4054
H 1.0190 -3.3854 0.6719
H 1.3077 -4.3275 -0.8387
H 2.1130 -2.7379 -0.5701
C -1.7095 -3.4922 -0.8416
H -1.5626 -4.4876 -1.2753
H -1.8627 -3.5677 0.2402
H -2.5831 -3.0099 -1.2946
C -2.6704 3.0017 -0.5389
H -3.7383 3.1476 -0.7318
H -2.4250 3.1698 0.5158
H -2.0728 3.6887 -1.1477
C -3.5172 0.2118 -0.2658
H -3.3923 0.0842 0.8157
H -4.4900 0.6783 -0.4799
H -3.4691 -0.7789 -0.7427
C 1.5968 0.2090 0.0024
O 2.7436 0.3761 0.2316
H -0.4419 1.6507 -0.9064
C -3.9375 1.6100 3.2955
C -2.6331 1.9002 4.0153
C -1.5201 0.8452 3.8087
C -0.3170 1.1437 4.7409
C 0.1889 2.5772 4.6711
C -2.0409 -0.5429 4.1802
O -2.8821 -0.7634 5.0397
N -1.4174 -1.5832 3.5209
C -0.7868 -1.5192 2.2803
O -0.3698 -2.5859 1.8277
N -0.7322 -0.2886 1.6537
C -0.9969 0.8642 2.3437
O -0.7884 1.9578 1.7872
H -3.8181 1.6591 2.2050
H -4.6783 2.3656 3.5824
H -4.3271 0.6254 3.5778
H -2.2481 2.8843 3.7135
H -2.8151 1.9472 5.1000
H -0.6400 0.9183 5.7662
H 0.4907 0.4380 4.4943
H -0.4221 3.2362 5.2989
H 1.2146 2.6108 5.0461
H 0.1702 2.9358 3.6352
H -1.5825 -2.5323 3.8412
*
```

## Properties
* F_max: 6.401 eV/Å
* frontier orbital gap (spin up / spin down): 0.2247 / 0.2357 Eh
* relative energy (zero: lowest compared OMol25 entry of this formula, charge and spin): 0.0 kcal/mol

=====

3.
A cluster of 2 separate species, C28H35N2O6 in total in a non-equilibrium geometry. Source: the Open Molecules 2025 dataset; level of theory: ωB97M-V with the def2-TZVPD basis set.

Structure (ORCA input):
```
! wB97M-V def2-TZVPD RIJCOSX def2/J DEFGRID3
* xyz -1 1
C 4.9165 -4.4824 1.7230
C 4.6271 -3.0110 1.6491
O 3.2357 -2.7816 1.9288
C 2.8813 -1.5414 1.5376
C 1.4193 -1.2695 1.7116
C 0.7920 -0.4827 0.8107
C -0.6287 -0.2158 0.7596
C -1.3243 -0.2680 -0.4678
C -2.6763 -0.0063 -0.5572
C -3.4316 0.2979 0.6079
N -4.7896 0.4552 0.5722
C -5.6019 0.3720 1.7690
C -5.5229 0.7428 -0.6422
C -2.7251 0.3985 1.8363
C -1.3696 0.1441 1.9037
C 0.7395 -1.8714 2.9018
O -0.4293 -2.2311 2.9220
O 1.5624 -1.9397 3.9634
C 0.8617 -2.2698 5.1811
C 1.8895 -2.6854 6.1912
O 3.6565 -0.7280 1.0615
H 5.9892 -4.6305 1.5757
H 4.6355 -4.9244 2.6834
H 4.3978 -5.0217 0.9231
H 5.2080 -2.4288 2.3717
H 4.8468 -2.6364 0.6468
H 1.4257 -0.1592 -0.0094
H -0.7688 -0.5415 -1.3664
H -3.1860 -0.0878 -1.5188
H -5.1102 -0.2414 2.5317
H -5.7976 1.3682 2.1942
H -6.5693 -0.0835 1.5210
H -4.8465 1.0031 -1.4610
H -6.1365 -0.1199 -0.9436
H -6.2055 1.5885 -0.4706
H -3.2605 0.6716 2.7451
H -0.8634 0.2488 2.8577
H 0.3076 -1.3791 5.4968
H 0.1526 -3.0748 4.9722
H 1.3873 -3.0340 7.0968
H 2.5046 -3.5035 5.8022
H 2.5484 -1.8530 6.4565
C -3.0040 2.1921 8.7397
C -1.5408 1.8460 8.7802
O -0.8425 2.6523 7.7813
C 0.2727 2.0890 7.3037
C 1.1499 3.0714 6.5858
C 2.4917 2.6027 6.2169
N 0.7603 4.3147 6.6145
C 1.4302 5.4146 6.4538
C 0.8485 6.7234 6.6688
C 1.6266 7.8997 6.5265
C 1.0454 9.1452 6.7151
C -0.3128 9.2477 7.0529
C -1.0848 8.0878 7.2057
C -0.5073 6.8282 7.0405
O 0.6047 0.9184 7.4489
H -3.5018 1.7430 9.6028
H -3.1864 3.2702 8.7543
H -3.4626 1.7788 7.8365
H -1.0882 2.0816 9.7501
H -1.3801 0.7857 8.5662
H 2.4742 1.5137 6.1507
H 2.8151 3.0186 5.2557
H 3.2233 2.8958 6.9880
H 2.5051 5.3862 6.1995
H 2.6836 7.7994 6.2615
H 1.6455 10.0488 6.5892
H -0.7643 10.2293 7.1905
H -2.1442 8.1665 7.4471
H -1.0776 5.9102 7.1802
*
```

## Properties
* F_max: 3.623 eV/Å
* frontier orbital gap: 0.1601 Eh

=====

What did the second record say?
A structure of composition C28H35MoN3O4P2 in a non-equilibrium geometry. Source: the Open Molecules 2025 dataset; level of theory: ωB97M-V with the def2-TZVPD basis set.

Structure (ORCA input):
```
! wB97M-V def2-TZVPD RIJCOSX def2/J DEFGRID3
* xyz 2 3
C -1.5604 3.0330 -4.0880
C -1.3765 1.8241 -3.4071
C -0.0592 1.3752 -3.1657
C 1.0538 2.2205 -3.4186
C 0.8161 3.5087 -3.9875
C -0.4693 3.8801 -4.3545
C 2.3108 1.7026 -3.1021
C 2.5110 0.3170 -3.1725
C 1.3606 -0.4949 -3.0037
C 1.3821 -1.8874 -3.2103
C 2.5906 -2.4805 -3.5614
C 3.7543 -1.7096 -3.6837
C 3.7299 -0.3388 -3.5022
H -2.5711 3.3296 -4.3718
H 1.6719 4.1658 -4.1493
H -0.6443 4.8398 -4.8448
H 3.1814 2.3570 -3.1063
H 2.6210 -3.5612 -3.6995
H 4.6889 -2.2115 -3.9288
H 4.6197 0.2770 -3.6525
N 0.1968 0.1384 -2.5351
Mo -0.2557 -0.1918 -0.5606
C -2.5138 1.1066 -2.7469
H -2.5609 0.0351 -2.9900
H -3.4760 1.5784 -2.9577
C 0.1354 -2.6889 -2.9221
H -0.7417 -2.3282 -3.4780
H 0.2759 -3.7663 -3.0943
P -2.2169 1.3058 -0.9349
P -0.2400 -2.4995 -1.1263
C 1.2041 -3.3258 -0.4054
H 1.0190 -3.3854 0.6719
H 1.3077 -4.3275 -0.8387
H 2.1130 -2.7379 -0.5701
C -1.7095 -3.4922 -0.8416
H -1.5626 -4.4876 -1.2753
H -1.8627 -3.5677 0.2402
H -2.5831 -3.0099 -1.2946
C -2.6704 3.0017 -0.5389
H -3.7383 3.1476 -0.7318
H -2.4250 3.1698 0.5158
H -2.0728 3.6887 -1.1477
C -3.5172 0.2118 -0.2658
H -3.3923 0.0842 0.8157
H -4.4900 0.6783 -0.4799
H -3.4691 -0.7789 -0.7427
C 1.5968 0.2090 0.0024
O 2.7436 0.3761 0.2316
H -0.4419 1.6507 -0.9064
C -3.9375 1.6100 3.2955
C -2.6331 1.9002 4.0153
C -1.5201 0.8452 3.8087
C -0.3170 1.1437 4.7409
C 0.1889 2.5772 4.6711
C -2.0409 -0.5429 4.1802
O -2.8821 -0.7634 5.0397
N -1.4174 -1.5832 3.5209
C -0.7868 -1.5192 2.2803
O -0.3698 -2.5859 1.8277
N -0.7322 -0.2886 1.6537
C -0.9969 0.8642 2.3437
O -0.7884 1.9578 1.7872
H -3.8181 1.6591 2.2050
H -4.6783 2.3656 3.5824
H -4.3271 0.6254 3.5778
H -2.2481 2.8843 3.7135
H -2.8151 1.9472 5.1000
H -0.6400 0.9183 5.7662
H 0.4907 0.4380 4.4943
H -0.4221 3.2362 5.2989
H 1.2146 2.6108 5.0461
H 0.1702 2.9358 3.6352
H -1.5825 -2.5323 3.8412
*
```

## Properties
* F_max: 6.401 eV/Å
* frontier orbital gap (spin up / spin down): 0.2247 / 0.2357 Eh
* relative energy (zero: lowest compared OMol25 entry of this formula, charge and spin): 0.0 kcal/mol

=====

The lowest F_max belongs to which entry? C28H35N2O6